Below is the molecule C2H4N2 at a distorted geometry, with properties calculated with ωB97M-V/def2-TZVPD.

Results
Orbital gap in eV: 10.878
Max |F| in eV Å⁻¹: 5.07
Energy relative to the best compared isomer or geometry (same formula, charge and spin) in kJ/mol: 269.3
Total charge: 0
SMILES string: CC1N=N1

```
8
Properties=species:S:1:pos:R:3:forces:R:3:nbo_charge:R:1
C -0.259735 -0.082456 0.318730 3.3 3.3 -2.1 -0.635
C 1.205687 -0.327445 -0.291545 -2.9 0.4 3.5 -0.045
N 2.229339 0.633480 -0.302077 1.2 2.4 0.0 -0.079
N 2.458808 -0.246258 0.495652 -0.3 -0.4 0.4 -0.052
H -0.867902 0.272196 -0.569626 0.4 0.0 1.4 0.221
H -0.166941 0.613898 1.194303 -0.2 0.1 -1.2 0.220
H -0.701777 -0.884078 0.746544 -1.1 -3.1 0.9 0.213
H 1.308214 -0.957466 -1.058053 -0.3 -2.6 -2.9 0.158
```
Positions in Å, forces in eV/Å.